[1]
Formula: C31H47Cl2IN5O3P2RbS2
Source: the OMol25 dataset
Level of theory: ωB97M-V/def2-TZVPD

Positions of all 94 atoms, in Å:
Rb -0.02 0.95 -0.61
Cl -2.48 0.53 3.11
C -0.75 0.12 2.84
Cl -0.55 -1.10 1.58
H -0.41 -0.29 3.79
H -0.19 1.03 2.53
S 2.03 -1.67 -3.12
C 0.71 -1.87 -4.24
C 1.00 -1.95 -5.61
C 0.03 -2.11 -6.59
C 0.43 -2.18 -7.97
N 0.76 -2.24 -9.07
C -1.31 -2.20 -6.20
C -1.63 -2.13 -4.86
C -0.67 -1.97 -3.85
S -1.19 -1.88 -2.20
C -2.36 -2.37 -7.17
N -3.20 -2.50 -7.95
H 2.04 -1.88 -5.91
H -2.66 -2.19 -4.55
C 2.88 1.66 -3.91
C 1.69 2.23 -3.31
N 0.75 2.70 -2.84
H 3.75 1.89 -3.30
H 3.02 2.07 -4.91
H 2.75 0.57 -3.96
I 3.73 -6.35 3.22
C 3.09 -5.04 1.72
C 3.14 -5.41 0.39
C 2.69 -4.51 -0.56
C 2.21 -3.27 -0.13
N 2.17 -2.92 1.15
C 2.60 -3.78 2.06
H 3.52 -6.39 0.10
H 2.70 -4.73 -1.61
H 1.86 -2.56 -0.88
H 2.55 -3.47 3.10
C -3.53 3.37 0.97
O -4.20 2.19 0.56
P -3.24 1.14 -0.28
O -3.29 1.79 -1.76
C -4.50 1.91 -2.50
O -4.38 -0.01 -0.38
C -4.06 -1.36 -0.03
H -4.28 4.03 1.40
H -3.05 3.88 0.13
H -2.78 3.13 1.73
H -4.37 2.73 -3.20
H -5.35 2.13 -1.84
H -4.70 0.99 -3.04
H -4.96 -1.94 -0.22
H -3.79 -1.43 1.02
H -3.25 -1.74 -0.66
C 3.77 2.18 2.23
C 3.09 3.31 3.01
C 4.09 4.45 3.23
C 2.75 2.70 4.38
P 1.42 3.71 2.13
N 0.71 2.44 1.65
C 0.40 4.73 3.40
C 1.12 5.79 4.24
C -0.29 3.73 4.34
C -0.74 5.42 2.64
C 1.80 4.93 0.69
C 2.24 6.36 1.02
C 2.88 4.29 -0.19
C 0.53 4.98 -0.18
H 4.53 1.71 2.86
H 4.26 2.52 1.32
H 3.03 1.42 1.96
H 4.92 4.08 3.85
H 3.66 5.30 3.74
H 4.53 4.79 2.29
H 3.66 2.25 4.79
H 2.00 1.92 4.27
H 2.40 3.43 5.10
H 1.84 5.36 4.93
H 0.38 6.34 4.84
H 1.65 6.52 3.62
H 0.39 3.25 5.04
H -0.79 2.96 3.75
H -1.05 4.26 4.93
H -0.40 6.32 2.11
H -1.51 5.73 3.35
H -1.19 4.74 1.92
H 3.15 6.39 1.61
H 1.47 6.92 1.55
H 2.43 6.89 0.08
H 3.87 4.39 0.23
H 2.88 4.78 -1.17
H 2.67 3.23 -0.36
H -0.19 5.72 0.17
H 0.06 4.00 -0.16
H 0.79 5.23 -1.21

Results
Charge: -2
Gap between HOMO and LUMO in eV: 4.557
Highest occupied orbital energy in eV: -1.4733
Max |F| in eV/Å: 0.8
LUMO level in eV: 3.084
E in Eh: -4430.2898
ΔE to the lowest compared entry with this formula, charge and spin in kcal/mol: 19.03

The net atomic charges from Mulliken, expressed in e, are: 0.82, -0.24, 1.73, -0.08, 0.38, -1.47, -0.39, 0.02, -0.70, 0.50, 0.00, -0.65, 0.64, -1.02, -0.14, -0.27, 0.01, -0.65, 0.42, 0.45, -0.63, 0.54, -0.50, 0.24, 0.33, -0.03, 0.01, 0.04, -0.24, -0.58, 0.08, -0.17, -0.37, 0.37, 0.44, 0.03, 0.34, -0.42, -0.48, 0.45, -0.16, -0.75, -0.41, -0.23, 0.31, 0.26, -0.01, 0.22, 0.30, 0.24, 0.20, 0.21, 0.12, -1.97, 2.27, -1.97, -1.95, 0.00, -0.41, 2.47, -1.97, -1.71, -2.05, 2.26, -1.98, -1.80, -1.69, 0.53, 0.29, 0.39, 0.51, 0.23, 0.27, 0.65, 0.20, 0.31, 0.29, 0.51, 0.26, 0.28, 0.08, 0.56, 0.23, 0.67, 0.07, 0.24, 0.30, 0.51, 0.19, 0.63, 0.23, 0.23, 0.18, 0.53

=====

[2]
Formula: C31H47LuNO3P2S
Source: the OMol25 dataset
Level of theory: ωB97M-V/def2-TZVPD

Positions of all 86 atoms, in Å:
Lu -0.19 -0.06 -0.33
C -0.41 -2.32 2.09
C 0.95 -2.35 1.63
C 0.85 -1.01 3.51
C -0.46 -1.50 3.25
C 1.70 -1.48 2.48
C -1.54 -3.14 1.58
H -1.38 -3.47 0.55
H -2.47 -2.55 1.59
H -1.70 -4.04 2.20
C -1.63 -1.31 4.12
H -2.57 -1.33 3.55
H -1.57 -0.37 4.68
H -1.67 -2.13 4.86
C 1.28 -0.32 4.73
H 1.44 -1.07 5.53
H 0.52 0.39 5.10
H 2.22 0.22 4.58
C 3.15 -1.21 2.39
H 3.71 -1.80 3.13
H 3.35 -0.14 2.58
H 3.54 -1.45 1.39
C 1.55 -3.28 0.64
H 2.03 -4.15 1.13
H 2.31 -2.77 0.03
H 0.80 -3.68 -0.06
C -1.53 0.76 -4.04
C -1.87 -0.70 -4.17
C -0.97 -1.63 -4.99
C 0.54 -1.35 -4.93
C 1.17 -0.67 -3.72
C 1.50 0.62 -3.76
C 0.84 1.66 -4.65
C -0.62 1.35 -5.05
H -1.28 -1.59 -6.04
H 0.88 -0.86 -5.88
H -1.17 -2.65 -4.68
H -0.65 0.77 -6.00
H -2.34 1.41 -3.66
H -2.92 -0.75 -4.49
H -1.08 2.32 -5.28
H 0.84 2.65 -4.14
H 2.37 1.02 -3.19
H 1.44 1.76 -5.58
H 1.02 -2.34 -4.93
H 1.76 -1.38 -3.09
P -1.77 -0.86 -2.45
P 2.60 0.91 -0.29
C -0.14 1.64 -1.59
C 1.20 2.12 -1.13
H -1.03 2.28 -1.54
H -0.09 1.07 -2.52
H 1.77 2.63 -1.93
H 1.00 2.86 -0.34
C 3.67 2.33 0.09
H 3.78 2.40 1.17
H 3.21 3.24 -0.31
H 4.64 2.15 -0.40
C 3.76 0.09 -1.45
H 4.31 0.87 -1.99
H 3.25 -0.57 -2.15
H 4.45 -0.51 -0.83
C -3.46 -0.52 -1.90
H -3.98 -1.41 -1.52
H -4.05 -0.09 -2.71
H -3.44 0.22 -1.08
C -0.79 -2.35 -1.82
H -0.07 -2.12 -0.98
H -0.11 -2.73 -2.60
H -1.39 -3.19 -1.45
O 2.21 1.99 2.70
S 0.91 2.62 2.45
O 0.14 2.46 3.93
N 0.01 1.43 1.62
C -1.31 1.35 1.80
O -1.90 0.52 0.96
C -1.98 2.01 2.90
C -3.37 1.88 3.11
C -3.93 2.37 4.29
C -3.15 2.93 5.30
C -1.77 3.02 5.15
C -1.23 2.53 3.96
H -3.96 1.37 2.35
H -5.01 2.32 4.40
H -3.61 3.30 6.21
H -1.11 3.35 5.94

Results
Charge: +1
Gap between HOMO and LUMO (alpha / beta) in eV: 5.731 / 7.053
Highest occupied orbital energy (alpha / beta) in eV: -9.4354 / -9.5766
Max |F| in eV/Å: 3.4
LUMO level (alpha / beta) in eV: -3.705 / -2.524
E in Eh: -3805.9177
ΔE to the lowest compared entry with this formula, charge and spin in kcal/mol: 0.00

The net atomic charges from Mulliken, expressed in e, are: 0.69, 1.17, 0.08, 0.49, 0.85, 0.64, -1.58, 0.30, 0.31, 0.35, -1.65, 0.30, 0.34, 0.37, -1.51, 0.40, 0.24, 0.34, -1.68, 0.41, 0.33, 0.28, -1.41, 0.37, 0.27, 0.50, -0.84, 0.36, -1.32, -1.25, 0.60, -0.54, -1.01, -1.02, 0.57, 0.34, 0.45, 0.30, 0.56, 0.60, 0.44, 0.21, 0.70, 0.51, 0.45, 0.30, 0.63, 1.56, 0.56, -1.80, 0.63, -1.90, 0.82, 0.70, -1.53, 0.30, 0.40, 0.51, -1.83, 0.61, 0.25, 0.47, -1.02, 0.36, 0.53, 0.24, -1.20, -0.27, 0.39, 0.64, -0.49, 0.17, -0.37, -0.34, 1.25, -0.82, 0.05, -0.71, -0.59, -0.44, -0.43, 0.29, 0.45, 0.41, 0.43, 0.49

=====

[3]
Formula: C31H47N11OSTi
Source: the OMol25 dataset
Level of theory: ωB97M-V/def2-TZVPD

Positions of all 92 atoms, in Å:
Ti 0.04 0.26 0.00
C -2.13 3.04 2.65
C -1.58 2.31 1.47
N -0.95 1.12 1.58
N -0.93 0.55 2.84
C -0.75 -0.76 2.98
N -0.75 -1.26 4.23
S -0.46 -1.75 1.64
C -1.63 2.75 0.14
C -2.30 3.92 -0.32
C -2.37 4.19 -1.65
C -1.78 3.28 -2.57
C -1.13 2.19 -2.08
N -1.02 1.90 -0.76
H -1.36 3.25 3.40
H -2.54 4.01 2.36
H -2.94 2.49 3.14
H -1.15 1.14 3.63
H -1.10 -0.74 5.01
H -0.70 -2.26 4.33
H -2.76 4.59 0.40
H -2.89 5.07 -2.00
H -1.84 3.45 -3.63
H -0.67 1.47 -2.75
C 3.51 2.51 -3.83
N 2.38 1.70 -3.40
C 1.95 0.71 -4.37
C 1.91 1.73 -2.13
N 1.46 0.65 -1.49
C 2.10 -0.60 -1.69
C 3.48 -0.62 -1.76
C 4.21 -1.81 -1.90
C 3.55 -3.00 -1.93
C 2.14 -3.04 -1.80
C 1.51 -4.31 -1.80
C 0.16 -4.43 -1.66
C -0.61 -3.26 -1.53
C -0.06 -2.01 -1.59
N -0.92 -0.88 -1.42
C -2.09 -0.85 -2.06
N -2.26 -1.38 -3.29
C -1.17 -1.58 -4.23
C -3.51 -2.03 -3.68
N -3.17 -0.26 -1.51
C -4.14 0.49 -2.29
C -3.44 -0.30 -0.08
C 1.37 -1.84 -1.69
N 1.93 2.94 -1.52
C 2.07 3.08 -0.08
C 1.68 4.18 -2.23
H 4.24 1.85 -4.31
H 3.98 2.98 -2.97
H 3.22 3.28 -4.55
H 2.70 -0.08 -4.49
H 1.78 1.19 -5.33
H 1.02 0.26 -4.03
H 4.01 0.32 -1.70
H 5.29 -1.77 -1.98
H 4.08 -3.93 -2.03
H 2.14 -5.19 -1.90
H -0.31 -5.40 -1.63
H -1.69 -3.36 -1.39
H -0.31 -0.98 -3.93
H -1.50 -1.25 -5.22
H -0.86 -2.62 -4.28
H -4.15 -2.16 -2.81
H -3.27 -3.02 -4.08
H -4.04 -1.47 -4.44
H -3.77 0.66 -3.29
H -4.29 1.46 -1.80
H -5.11 -0.02 -2.34
H -3.42 0.71 0.34
H -2.72 -0.93 0.43
H -4.45 -0.71 0.07
H 2.52 2.19 0.34
H 1.11 3.26 0.41
H 2.72 3.94 0.11
H 1.33 3.98 -3.24
H 2.58 4.81 -2.27
H 0.90 4.73 -1.70
C 3.79 -0.95 4.00
N 3.14 -0.91 2.70
C 3.38 -2.04 1.81
C 2.37 0.10 2.34
O 1.81 0.21 1.24
H 4.87 -0.96 3.87
H 3.49 -1.85 4.53
H 3.50 -0.08 4.58
H 3.03 -2.95 2.28
H 4.45 -2.12 1.62
H 2.86 -1.88 0.87
H 2.26 0.88 3.11

Results
Charge: +2
Gap between HOMO and LUMO (alpha / beta) in eV: 6.417 / 6.296
Highest occupied orbital energy (alpha / beta) in eV: -11.0126 / -11.5889
Max |F| in eV/Å: 0.7
LUMO level (alpha / beta) in eV: -4.595 / -5.293
E in Eh: -3134.3576
ΔE to the lowest compared entry with this formula, charge and spin in kcal/mol: 0.00

The net atomic charges from Mulliken, expressed in e, are: -1.47, -1.86, 1.01, 1.59, -1.12, 0.75, -0.44, -0.41, -0.29, -1.19, -1.30, -1.03, -0.08, 2.62, 0.38, 0.52, 0.28, 0.26, 0.21, 0.25, 0.44, 0.50, 0.59, 0.09, -1.23, 0.39, -1.13, -0.39, 1.36, 0.53, -0.67, -1.27, -1.10, 1.36, -0.96, -1.25, -0.46, -0.36, 1.10, -0.23, 0.41, -0.84, -1.22, 0.42, -1.25, -1.22, -0.17, 0.33, -1.16, -1.40, 0.39, 0.40, 0.37, 0.29, 0.45, 0.12, 0.62, 0.44, 0.49, 0.50, 0.46, 0.59, 0.20, 0.53, 0.27, 0.39, 0.40, 0.38, 0.39, 0.41, 0.33, 0.33, 0.16, 0.47, 0.27, 0.07, 0.50, 0.45, 0.35, 0.47, -0.86, 0.33, -0.82, -0.44, 0.38, 0.33, 0.32, 0.32, 0.35, 0.38, 0.02, 0.36

=====

[4]
Formula: C31H47NO2P2RuS2
Source: the OMol25 dataset
Level of theory: ωB97M-V/def2-TZVPD

Positions of all 86 atoms, in Å:
Ru -0.51 -1.75 -3.85
C -0.18 -2.76 1.94
C 1.18 -2.79 1.55
C 1.01 -1.38 3.37
C -0.29 -1.90 3.07
C 1.92 -1.94 2.43
C -1.28 -3.48 1.28
H -0.90 -4.34 0.70
H -1.81 -2.83 0.56
H -2.02 -3.85 2.00
C -1.54 -1.61 3.79
H -2.36 -1.42 3.09
H -1.43 -0.72 4.43
H -1.84 -2.45 4.45
C 1.36 -0.41 4.43
H 2.07 -0.85 5.15
H 0.47 -0.09 4.98
H 1.83 0.50 4.03
C 3.36 -1.68 2.38
H 3.89 -2.19 3.20
H 3.58 -0.60 2.47
H 3.80 -2.05 1.44
C 1.76 -3.55 0.42
H 2.58 -4.21 0.74
H 2.17 -2.87 -0.35
H 1.00 -4.17 -0.07
C -1.72 -0.34 -4.61
C -1.78 -1.61 -5.32
C -0.93 -1.89 -6.56
C 0.60 -1.97 -6.33
C 1.10 -1.66 -4.95
C 0.90 -0.38 -4.32
C 0.45 0.83 -5.12
C -1.09 0.88 -5.26
H -1.16 -1.16 -7.36
H 1.08 -1.33 -7.08
H -1.26 -2.89 -6.90
H -1.38 0.96 -6.33
H -2.55 -0.08 -3.96
H -2.75 -2.10 -5.30
H -1.47 1.78 -4.76
H 0.77 1.74 -4.58
H 1.58 -0.12 -3.50
H 0.91 0.86 -6.13
H 0.91 -3.01 -6.53
H 2.00 -2.21 -4.63
P -1.10 1.21 -0.79
P 1.82 1.82 0.26
C -0.38 2.85 -1.20
C 1.06 3.14 -0.67
H -1.07 3.64 -0.86
H -0.38 2.83 -2.30
H 1.74 3.31 -1.53
H 1.05 4.03 -0.02
C 2.96 2.21 1.56
H 3.03 1.42 2.34
H 2.68 3.16 2.02
H 3.93 2.31 1.04
C 2.31 0.35 -0.69
H 3.07 0.75 -1.42
H 1.51 -0.18 -1.25
H 2.79 -0.38 -0.01
C -2.90 1.37 -0.63
H -3.31 0.40 -0.31
H -3.28 1.55 -1.66
H -3.25 2.17 0.04
C -0.82 -3.08 -2.32
H -0.36 -2.72 -1.38
H -0.40 -4.05 -2.64
H -1.93 -3.13 -2.21
O 0.58 5.42 3.85
S 0.63 3.98 3.86
O 1.70 3.30 4.54
N 0.48 3.32 2.30
C -0.40 2.34 2.27
S -0.01 0.98 1.10
C -1.38 2.38 3.37
C -2.59 1.70 3.62
C -3.23 1.89 4.86
C -2.70 2.73 5.84
C -1.53 3.45 5.58
C -0.92 3.29 4.33
H -3.03 1.07 2.85
H -4.15 1.34 5.08
H -3.18 2.83 6.82
H -1.06 4.11 6.30

Results
Charge: +2
Gap between HOMO and LUMO (alpha / beta) in eV: 3.831 / 4.028
Highest occupied orbital energy (alpha / beta) in eV: -10.9797 / -11.6899
Max |F| in eV/Å: 4.8
LUMO level (alpha / beta) in eV: -7.148 / -7.662
Multiplicity: 5
Expectation value of S²: 6.038
E in Eh: -2987.7591
ΔE to the lowest compared entry with this formula, charge and spin in kcal/mol: 112.11

The net atomic charges from Mulliken, expressed in e, are: 0.40, 0.45, 0.77, 0.31, 0.64, 0.73, -1.49, 0.43, 0.09, 0.45, -1.46, 0.32, 0.20, 0.37, -1.23, 0.37, 0.35, 0.04, -1.32, 0.39, 0.30, 0.42, -1.62, 0.44, 0.18, 0.27, -0.30, -0.24, -0.81, -0.91, -0.31, 0.05, -0.92, -0.98, 0.32, 0.37, 0.39, 0.36, 0.72, 0.53, 0.39, 0.33, 0.46, 0.30, 0.42, 0.56, 0.38, 0.44, -1.09, -0.87, 0.53, 0.60, 0.62, 0.37, -0.82, 0.10, 0.34, 0.55, -0.70, 0.66, -0.15, 0.13, -1.18, 0.35, 0.40, 0.46, -0.79, -0.18, 0.50, 0.39, -0.66, 1.06, -0.59, -0.36, -0.44, 0.25, 0.76, -0.25, -0.69, -0.59, -0.69, -0.19, 0.49, 0.41, 0.41, 0.48

=====

[5]
Formula: C31H48Cl3N4O4SiZn
Source: the OMol25 dataset
Level of theory: ωB97M-V/def2-TZVPD

Positions of all 92 atoms, in Å:
C 2.62 -1.48 -4.97
C 2.05 -0.56 -6.01
H 2.31 -2.52 -5.14
H 2.27 -1.19 -3.97
H 3.72 -1.46 -4.98
C 1.95 -0.93 -7.30
C 2.40 -2.26 -7.82
H 1.55 -0.24 -8.04
H 1.91 -3.09 -7.29
H 3.48 -2.40 -7.73
H 2.14 -2.36 -8.88
Zn -1.16 2.51 -0.27
Cl -2.91 2.90 -1.46
Cl 0.92 2.62 0.21
H -4.18 2.46 3.05
H -2.63 0.51 5.56
C -3.94 1.43 3.32
C -2.06 0.37 4.63
N -2.51 1.28 3.60
H -4.27 0.78 2.49
C -1.61 1.77 2.72
O -1.95 2.49 1.75
H -1.00 0.58 4.80
H -0.54 1.53 2.90
H -4.51 1.15 4.22
H -2.16 -0.67 4.29
H -0.10 -4.02 0.14
H -1.34 -2.32 -2.07
C -1.16 -3.97 0.45
C -2.18 -2.64 -1.44
N -1.77 -2.72 -0.04
H -1.21 -4.00 1.54
C -1.86 -1.60 0.67
O -2.38 -0.55 0.36
H -3.00 -1.92 -1.56
H -1.34 -1.71 1.74
H -1.69 -4.81 -0.01
H -2.48 -3.64 -1.76
O 0.63 0.51 -4.48
C 1.57 0.79 -5.51
C -0.18 1.41 -7.25
C 0.98 1.73 -6.55
H -0.60 0.42 -7.12
C -0.78 2.37 -8.08
H 2.42 1.28 -5.02
C 1.59 2.98 -6.73
H -1.71 2.10 -8.58
C -0.19 3.63 -8.25
C 0.99 3.94 -7.56
H 2.50 3.20 -6.18
H -0.69 4.36 -8.89
H 1.44 4.93 -7.68
Si -0.52 1.10 -3.42
Cl -0.31 -1.72 2.81
C -2.22 0.65 -4.10
C -0.31 2.94 -3.56
C -0.08 0.07 -1.93
H -2.37 1.13 -5.07
H -2.99 1.02 -3.41
H -2.33 -0.43 -4.24
H 0.32 -0.90 -2.27
H -0.95 -0.10 -1.29
H 0.70 0.56 -1.33
H -0.31 3.25 -4.62
H 0.63 3.27 -3.11
H -1.15 3.45 -3.07
C 1.38 0.31 8.24
N 1.50 0.51 6.80
N 1.84 -0.54 6.02
C 2.32 -0.06 4.77
O 2.69 -0.79 3.85
C 2.27 1.38 4.92
C 1.84 1.68 6.18
C 1.67 2.97 6.87
C 1.20 -1.79 6.21
C -0.07 -1.89 6.78
C -0.68 -3.14 6.92
C 0.01 -4.29 6.52
C 1.28 -4.18 5.94
C 1.86 -2.94 5.75
H 0.59 -0.41 8.46
H 1.12 1.28 8.68
H 2.32 -0.06 8.67
H 2.54 2.06 4.14
H 0.66 3.08 7.29
H 2.39 3.11 7.69
H 1.84 3.77 6.13
H -0.62 -0.99 7.07
H -1.67 -3.20 7.36
H -0.43 -5.28 6.67
H 1.83 -5.06 5.59
H 2.84 -2.80 5.27

Results
Charge: -1
Gap between HOMO and LUMO in eV: 5.490
Highest occupied orbital energy in eV: -3.2595
Max |F| in eV/Å: 5.3
LUMO level in eV: 2.230
E in Eh: -5179.6081

The net atomic charges from Mulliken, expressed in e, are: -1.50, 0.32, 0.37, 0.24, 0.30, 0.16, -1.46, 0.33, 0.30, 0.31, 0.37, 0.91, -0.58, -0.54, 0.31, 0.41, -1.00, -0.72, 0.25, 0.26, 0.33, -0.93, -0.07, 0.47, 0.35, 0.37, 0.28, 0.16, -0.94, -0.89, 0.19, 0.31, 0.66, -0.75, 0.25, -0.48, 0.30, 0.41, -0.17, 0.12, -0.11, 0.21, 0.52, -0.82, 0.31, -0.25, 0.37, -0.39, -0.62, 0.34, 0.36, 0.37, 0.02, -0.46, -0.88, -0.86, -0.12, 0.31, 0.29, 0.33, 0.36, -0.51, 0.31, 0.22, 0.32, 0.37, -1.19, 0.06, 0.26, 0.61, -0.65, -1.31, 1.11, -1.65, 0.28, 0.35, -0.97, -0.45, -0.63, -0.24, 0.42, 0.44, 0.29, 0.51, 0.36, 0.34, 0.36, 0.28, 0.35, 0.37, 0.35, 0.34